Entry 1:
{
  "formula": "C32H61BrClINO14P",
  "method": "ωB97M-V/def2-TZVPD",
  "elements": ["C", "C", "C", "C", "C", "C", "C", "O", "O", "C", "C", "C", "O", "I", "P", "N", "C", "C", "C", "C", "Br", "O", "C", "C", "C", "C", "C", "O", "C", "C", "C", "C", "Cl", "H", "H", "H", "H", "H", "H", "H", "H", "H", "H", "H", "H", "H", "H", "H", "H", "H", "H", "H", "H", "H", "H", "H", "H", "H", "H", "H", "H", "H", "H", "H", "H", "H", "H", "H", "H", "H", "H", "H", "H", "H", "H", "H", "C", "O", "C", "O", "O", "C", "H", "H", "H", "H", "H", "H", "C", "O", "C", "O", "O", "C", "H", "H", "H", "H", "H", "H", "C", "O", "C", "O", "O", "C", "H", "H", "H", "H", "H", "H"],
  "xyz": [[1.56114, -0.35646, 6.02854], [0.64877, 0.36550, 4.87842], [1.60895, 0.42703, 3.55594], [1.54454, -1.01893, 2.85949], [1.14675, 1.63219, 2.54315], [2.21374, 2.81048, 2.79297], [3.66147, 2.38752, 2.18326], [4.54024, 2.07183, 3.04285], [-0.20916, 1.90433, 2.88290], [-0.94151, 2.77438, 2.01471], [-0.72258, 4.31450, 2.45953], [-2.01784, 5.14211, 2.88915], [-2.37880, 5.23568, 4.09539], [-3.30268, 6.28304, 1.49208], [-2.80834, 2.34795, 2.39422], [-3.05836, 2.22907, 3.99722], [-0.78757, 2.50564, 0.42666], [-1.54661, 3.70708, -0.38227], [-1.53537, 3.46454, -1.98998], [-2.77302, 4.36877, -2.55696], [-4.44886, 3.25601, -2.33346], [-1.42702, 1.29277, -0.01665], [-0.50044, 0.29424, -0.49927], [-1.43246, -0.97649, -0.93990], [-1.19569, -2.27822, -0.03104], [-1.82755, -2.00902, 1.42180], [-3.27939, -2.65042, 1.65772], [-3.87904, -1.96622, 2.79343], [-3.34345, -2.44502, 4.05232], [0.32878, 0.69836, -1.81370], [1.62080, -0.20623, -2.10654], [1.27666, -1.61360, -2.85936], [2.71527, -0.48304, -0.65644], [2.15940, -1.23720, 5.61567], [2.30423, 0.43664, 6.42130], [0.87402, -0.64265, 6.90920], [-0.33007, -0.19579, 4.68040], [0.44258, 1.42323, 5.30365], [2.66629, 0.57328, 3.95976], [2.50436, -1.28404, 2.28343], [0.59703, -1.07115, 2.22266], [1.43194, -1.83546, 3.67136], [1.35190, 1.21107, 1.50036], [1.95709, 3.80174, 2.25093], [2.31250, 2.97341, 3.92214], [3.88808, 2.34541, 1.06245], [-0.12418, 4.94206, 1.69026], [-0.03766, 4.28010, 3.39403], [-3.11856, 1.02795, 1.89426], [-3.69799, 3.25290, 1.73466], [-2.17213, 2.43949, 4.47878], [0.31509, 2.61270, 0.13024], [-1.05999, 4.72643, -0.22225], [-2.66502, 3.74836, -0.09896], [-1.78289, 2.39392, -2.28979], [-0.59502, 3.89776, -2.47258], [-2.69246, 4.56639, -3.68121], [-2.95897, 5.30373, -1.93073], [0.15863, -0.13059, 0.35430], [-1.32786, -1.21834, -2.06283], [-2.54218, -0.66965, -0.80247], [-1.73756, -3.15332, -0.56665], [-0.08368, -2.54301, -0.01227], [-1.85820, -0.87455, 1.60416], [-1.11231, -2.48639, 2.19269], [-3.91948, -2.42839, 0.73061], [-3.25870, -3.77806, 1.84587], [-4.02837, -3.25468, 4.51497], [-2.29490, -2.89862, 3.98250], [-3.24687, -1.51746, 4.73521], [0.69558, 1.79837, -1.81204], [-0.36677, 0.59370, -2.72732], [2.25460, 0.37947, -2.87863], [0.55563, -1.38860, -3.71673], [0.92675, -2.42734, -2.14149], [2.27721, -1.93570, -3.34664], [-6.21224, -8.91653, 1.10055], [-7.16916, -7.94069, 1.50823], [-6.63168, -6.77635, 1.91126], [-5.45336, -6.51465, 1.94930], [-7.63458, -5.95510, 2.26429], [-7.20697, -4.67131, 2.71695], [-6.75699, -9.81144, 0.79732], [-5.63529, -8.55694, 0.24548], [-5.55149, -9.17865, 1.93000], [-6.66932, -4.14313, 1.92627], [-6.58588, -4.76494, 3.61064], [-8.09553, -4.09387, 2.97443], [5.16817, 0.66257, -2.61953], [6.22844, 1.59474, -2.41062], [5.89974, 2.86987, -2.67566], [4.82219, 3.25996, -3.05904], [6.97841, 3.63562, -2.44002], [6.77318, 5.02652, -2.68158], [5.54249, -0.33239, -2.37598], [4.32534, 0.88353, -1.96128], [4.85298, 0.66528, -3.66581], [5.99401, 5.42091, -2.02535], [6.52134, 5.20271, -3.72982], [7.70655, 5.54487, -2.45918], [5.28115, 0.23108, -6.67313], [4.36737, -0.78993, -6.27426], [3.89030, -1.53155, -7.28921], [4.16833, -1.39909, -8.45553], [3.04904, -2.44625, -6.77640], [2.46231, -3.31113, -7.74776], [5.59949, 0.76350, -5.77605], [6.16380, -0.20427, -7.14692], [4.79515, 0.94407, -7.34287], [3.23201, -3.88855, -8.26468], [1.86351, -2.73998, -8.46078], [1.80472, -4.00497, -7.22268]],
  "forces_ev_per_angstrom": [[-0.7, 0.9, 0.0], [1.6, 0.1, 0.6], [-1.1, -0.6, 0.6], [-0.1, -0.1, 0.6], [2.7, -1.4, 0.9], [0.2, 0.4, -1.2], [1.3, -0.9, 4.3], [-2.8, 1.1, -3.8], [0.1, 0.6, -1.5], [-1.5, 0.3, -1.4], [1.1, 0.7, 0.1], [-0.9, 0.1, 5.4], [2.0, -0.4, -5.8], [0.7, -0.4, 0.3], [0.1, -1.9, 3.7], [0.9, 0.5, -1.9], [-0.1, 2.5, -0.5], [0.0, -0.8, -0.9], [-1.4, 1.4, 0.3], [0.6, -0.7, 0.0], [0.8, 0.7, -0.1], [2.1, 0.5, 0.2], [-0.4, -2.5, -0.9], [-0.6, 0.0, 0.2], [-0.8, 0.3, -0.8], [0.9, -1.0, 0.1], [0.4, 0.9, -0.4], [0.9, -1.3, -0.1], [0.1, 0.3, 0.9], [0.5, 0.6, 0.3], [-0.8, -0.2, -2.1], [1.5, 0.7, 0.2], [-1.0, 0.1, -0.6], [-1.0, 1.1, 0.7], [-1.1, -1.3, -0.6], [1.3, 0.2, -1.4], [1.4, 0.9, 0.2], [0.0, -1.7, -1.0], [-1.4, 0.2, -0.8], [-1.6, 0.6, 0.6], [1.5, 0.0, 0.6], [0.2, 1.3, -1.2], [-0.9, 0.8, 1.1], [0.1, -1.5, 0.9], [0.1, -0.1, -1.7], [-0.5, 0.1, 1.2], [-1.2, -1.1, 1.0], [-1.5, 0.1, -1.3], [0.2, 1.1, -0.6], [0.6, -0.3, -0.2], [-0.6, 0.0, -0.1], [-1.4, -0.6, 0.4], [-0.7, -1.4, 0.0], [1.9, -0.1, -0.2], [0.7, 1.5, 0.5], [-1.1, -0.9, 0.7], [-0.2, -0.2, 1.8], [0.4, -1.2, -1.1], [-0.8, 1.2, -1.4], [0.1, 0.4, 1.8], [1.8, -0.3, -0.2], [0.9, 1.3, 1.0], [-1.5, 0.4, 0.2], [-0.1, -1.7, -0.1], [-1.1, 0.9, -1.1], [0.7, -0.3, 1.4], [0.1, 1.4, -0.4], [1.0, 1.4, -0.7], [-1.4, 0.6, -0.2], [-0.4, -1.6, -1.0], [-0.6, -1.8, 0.2], [1.1, 0.2, 1.4], [-0.9, -0.9, 1.5], [0.8, -0.4, 1.3], [0.3, 1.2, -1.1], [-1.7, 0.3, 0.8], [0.2, -0.3, -0.1], [0.1, 0.4, 0.1], [-0.2, 0.0, 0.0], [-0.5, -0.1, 0.0], [0.3, -0.4, -0.2], [0.1, 0.5, 0.2], [-0.2, 0.2, 0.1], [0.0, 0.0, 0.2], [0.0, 0.2, -0.1], [0.1, -0.1, 0.2], [0.1, 0.0, -0.2], [0.0, -0.3, -0.1], [-0.3, -0.3, -0.1], [0.0, 0.5, -0.1], [0.2, -0.1, 0.1], [0.4, -0.2, 0.2], [-0.3, -0.4, -0.1], [0.0, 0.5, -0.1], [0.2, 0.2, 0.1], [0.2, 0.1, -0.3], [-0.1, 0.1, 0.1], [0.0, -0.1, -0.2], [-0.1, 0.0, 0.2], [0.0, -0.3, 0.0], [0.3, 0.3, -0.1], [-0.2, -0.3, -0.2], [0.0, 0.0, 0.0], [-0.1, -0.1, 0.5], [0.3, 0.4, 0.0], [-0.2, -0.3, -0.3], [-0.2, -0.2, 0.0], [-0.2, 0.0, -0.1], [0.1, -0.2, 0.0], [-0.1, 0.2, 0.0], [0.2, 0.0, 0.0], [0.2, 0.2, 0.2]],
  "e_tot_ev": -164274.6539,
  "lumo_energy_ha": -0.006,
  "homo_energy_ev": -7.89,
  "molar_mass_g_mol": 957.07,
  "smiles": "CC[C@@H](C)[C@H](CC=O)O[C@](CC(=O)I)([PH2]=N)[C@H](CCCBr)O[C@@H](CCCCOC)C[C@H](C)Cl.COC(=O)OC.COC(=O)OC.COC(=O)OC"
}

Entry 2:
{
  "formula": "C32H61NO9S",
  "method": "ωB97M-V/def2-TZVPD",
  "elements": ["C", "C", "O", "C", "C", "O", "C", "C", "O", "C", "C", "C", "C", "C", "C", "C", "N", "C", "C", "C", "C", "C", "C", "C", "S", "H", "H", "H", "H", "H", "H", "H", "H", "H", "H", "H", "H", "H", "H", "H", "H", "H", "H", "H", "H", "H", "H", "H", "H", "H", "C", "C", "O", "H", "H", "H", "H", "H", "H", "C", "C", "O", "H", "H", "H", "H", "H", "H", "C", "C", "O", "H", "H", "H", "H", "H", "H", "C", "C", "O", "H", "H", "H", "H", "H", "H", "C", "C", "O", "H", "H", "H", "H", "H", "H", "C", "C", "O", "H", "H", "H", "H", "H", "H"],
  "xyz": [[-2.80903, 4.70849, -3.88993], [-1.72157, 3.87347, -4.53085], [-2.01405, 2.49924, -4.44054], [-1.77385, 1.78626, -5.63971], [-2.51837, 0.45281, -5.58415], [-1.77079, -0.58668, -6.17432], [-1.12109, -1.47042, -5.28004], [0.29091, -0.95633, -5.04413], [1.05166, -1.90304, -4.33413], [2.45235, -1.71609, -4.48188], [2.82772, -0.27220, -4.25307], [3.19599, 0.54718, -5.31049], [3.43786, 1.88822, -5.05355], [3.30187, 2.40577, -3.77003], [2.96513, 1.58998, -2.69787], [2.75101, 0.24146, -2.97070], [2.78077, 1.99055, -1.34965], [1.45463, 1.58656, -0.81413], [3.12511, 3.32427, -0.98582], [3.11401, 3.61763, 0.38079], [3.39502, 4.88711, 0.85689], [3.70525, 5.91302, -0.02190], [3.75421, 5.63381, -1.37466], [3.46502, 4.35547, -1.84921], [3.56579, 4.14461, -3.60138], [-2.76096, 4.65475, -2.80767], [-3.79420, 4.37686, -4.21174], [-2.70675, 5.75098, -4.17993], [-1.59275, 4.20330, -5.56218], [-0.78575, 4.09546, -4.01306], [-2.13431, 2.37284, -6.48706], [-0.70332, 1.62331, -5.78754], [-3.43173, 0.56272, -6.16570], [-2.82354, 0.24823, -4.55900], [-1.62200, -1.52698, -4.31323], [-1.10158, -2.46353, -5.71764], [0.72096, -0.74739, -6.02269], [0.19045, -0.02519, -4.48498], [2.82342, -2.09412, -5.43534], [2.90915, -2.30986, -3.69433], [3.26874, 0.16476, -6.31487], [3.71795, 2.53631, -5.87011], [2.47416, -0.42664, -2.17032], [0.84880, 2.44314, -0.53277], [0.88225, 1.01049, -1.53236], [1.59659, 0.98634, 0.07963], [2.87917, 2.82754, 1.07467], [3.35330, 5.07249, 1.91899], [3.90457, 6.89845, 0.36206], [4.01028, 6.40653, -2.08404], [-1.67013, -0.07272, 1.67402], [-0.56820, -1.08994, 1.89263], [0.68950, -0.48160, 2.21282], [-1.40571, 0.61171, 0.86582], [-2.61079, -0.56219, 1.42247], [-1.82918, 0.52922, 2.57178], [-0.40457, -1.67292, 0.98752], [-0.83437, -1.78039, 2.69799], [0.57793, 0.02207, 3.02493], [-5.24482, 0.21855, -1.19908], [-5.62519, -0.34324, 0.15468], [-5.18910, 0.49918, 1.22475], [-4.16277, 0.35081, -1.26630], [-5.57026, -0.43951, -2.00255], [-5.70420, 1.19439, -1.35224], [-5.15122, -1.31138, 0.31358], [-6.70945, -0.47833, 0.21868], [-5.60911, 1.35685, 1.11463], [1.39495, -2.92034, 5.59325], [1.76008, -3.91700, 4.50907], [1.07263, -3.63160, 3.29351], [0.31864, -2.93662, 5.77349], [1.91262, -3.14555, 6.52316], [1.65751, -1.90411, 5.28670], [1.47873, -4.92536, 4.80690], [2.84046, -3.90229, 4.32407], [1.32575, -2.74228, 3.01687], [-9.78350, 2.05443, -1.42021], [-8.52403, 1.89362, -2.25161], [-8.09177, 0.53599, -2.30325], [-9.61743, 1.69120, -0.40544], [-10.09202, 3.09970, -1.37242], [-10.60393, 1.47275, -1.84657], [-7.70347, 2.46197, -1.81445], [-8.68746, 2.26286, -3.26951], [-8.79911, 0.01963, -2.70156], [3.23019, -5.39640, 9.90311], [2.13717, -5.40919, 8.85126], [2.66306, -5.20081, 7.54024], [3.76997, -4.44925, 9.87782], [2.81465, -5.53692, 10.90168], [3.95474, -6.19287, 9.71686], [1.42634, -4.60366, 9.02796], [1.59084, -6.35724, 8.87526], [3.28572, -5.91148, 7.35762], [5.98143, -3.33168, 4.48756], [6.28318, -2.91447, 5.91466], [5.10027, -2.51394, 6.59935], [5.51118, -2.51293, 3.94212], [6.88872, -3.63061, 3.96006], [5.28453, -4.17334, 4.48040], [6.96124, -2.06268, 5.93208], [6.75700, -3.73824, 6.46074], [4.49425, -3.26379, 6.59874]],
  "forces_ev_per_angstrom": [[-0.2, -0.1, 0.0], [0.1, 0.6, 0.3], [-0.2, -0.1, -0.2], [0.0, 0.1, 0.2], [0.0, 0.4, -0.3], [-0.4, -0.4, 0.1], [0.5, 0.2, 0.2], [-0.5, -0.2, -0.2], [-0.1, -0.2, -0.1], [0.1, 0.3, 0.7], [0.3, -0.4, -0.4], [0.0, 0.4, 0.5], [0.0, -0.4, 0.0], [0.2, 0.6, 0.0], [-0.1, -0.6, 0.2], [0.0, 0.0, -0.3], [-0.7, 1.0, -0.9], [0.3, -0.3, 0.6], [0.1, -0.2, 0.7], [0.1, 0.2, -0.1], [-0.2, -0.2, 0.0], [0.0, -0.3, 0.0], [0.0, -0.1, 0.2], [0.1, -0.1, -0.5], [-0.1, 0.0, 0.0], [-0.1, -0.1, 0.2], [-0.1, -0.1, 0.0], [0.1, 0.1, 0.0], [0.0, -0.2, -0.2], [0.3, -0.1, -0.1], [0.0, 0.1, -0.1], [0.1, -0.1, 0.0], [-0.2, -0.2, -0.1], [0.2, -0.2, 0.2], [-0.3, -0.1, 0.0], [0.0, -0.1, -0.2], [0.2, 0.1, -0.1], [0.3, 0.2, 0.0], [-0.2, 0.1, -0.3], [0.0, -0.2, 0.0], [0.0, -0.1, -0.2], [0.0, 0.2, 0.0], [0.0, -0.1, 0.2], [0.1, 0.3, -0.1], [0.1, -0.1, -0.2], [-0.2, -0.2, 0.1], [0.0, -0.1, 0.1], [0.0, 0.0, 0.1], [0.1, 0.2, -0.1], [0.0, 0.1, -0.1], [0.2, 0.1, 0.0], [-0.1, 0.1, 0.2], [0.1, -0.1, -0.1], [0.0, 0.0, 0.0], [0.0, 0.0, 0.0], [-0.1, -0.1, 0.0], [0.1, 0.0, 0.0], [-0.1, -0.1, -0.1], [0.0, 0.0, 0.0], [0.3, 0.0, 0.1], [-0.1, 0.2, 0.0], [0.1, -0.2, 0.0], [0.0, 0.0, 0.0], [-0.1, 0.0, 0.0], [-0.1, 0.0, -0.1], [0.0, 0.0, 0.1], [0.0, -0.1, -0.1], [0.0, 0.0, 0.0], [-0.1, 0.1, 0.0], [0.0, 0.4, -0.1], [0.0, -0.1, 0.0], [0.0, -0.1, 0.0], [0.0, 0.0, 0.0], [0.1, 0.0, 0.0], [0.0, 0.0, -0.1], [0.0, -0.1, 0.1], [0.0, 0.0, -0.1], [0.0, -0.1, 0.1], [-0.2, -0.2, -0.1], [0.0, 0.1, 0.0], [0.0, 0.0, 0.0], [0.0, 0.0, 0.0], [0.0, 0.1, 0.0], [0.0, 0.0, 0.0], [0.0, 0.1, 0.0], [0.0, 0.0, 0.0], [0.0, 0.1, -0.1], [0.2, -0.1, 0.0], [0.1, 0.0, 0.0], [0.0, 0.0, 0.0], [0.0, 0.0, 0.0], [0.0, 0.0, 0.0], [0.0, 0.0, -0.1], [-0.1, 0.0, 0.1], [0.0, 0.0, 0.0], [0.0, 0.0, 0.0], [-0.2, -0.2, 0.0], [0.1, 0.0, 0.0], [0.0, 0.0, 0.0], [0.0, 0.0, 0.0], [0.1, -0.1, 0.0], [0.0, 0.0, 0.1], [0.1, 0.0, 0.0], [-0.1, 0.0, 0.1]],
  "e_tot_ev": -64923.2017,
  "lumo_energy_ha": 0.022,
  "homo_energy_ev": -7.22,
  "molar_mass_g_mol": 635.90,
  "smiles": "CCOCCOCCOCc1ccc2c(c1)N(C)c1ccccc1S2.CCO.CCO.CCO.CCO.CCO.CCO"
}